DFT (wB97M-V/def2-TZVPD) results for C32H28FN4NiOPS as an isolated structure.

Results
Relative energy (zero: lowest compared OMol25 entry of this formula, charge and spin) = 0.0000 eV
LUMO energy = -0.1 eV
Calculated total energy = -3878.28213 a.u.
F_max = 0.00237 Eh/bohr
Kohn-Sham gap = 7.588 eV

```
! wB97M-V def2-TZVPD RIJCOSX def2/J DEFGRID3
* xyz 0 1
Ni 1.595 -2.528 0.050
C -2.382 -3.779 0.379
C -1.016 -3.341 -0.022
N 0.010 -3.340 0.748
N -0.086 -3.788 2.034
C 1.049 -3.605 2.664
N 1.103 -3.981 3.961
S 2.482 -2.871 1.983
C -0.732 -2.822 -1.375
C -1.683 -2.756 -2.375
C -1.328 -2.220 -3.603
C -0.033 -1.779 -3.795
C 0.870 -1.887 -2.748
N 0.532 -2.393 -1.568
H -2.365 -4.135 1.404
H -2.743 -4.575 -0.275
H -3.076 -2.940 0.302
H 0.338 -4.524 4.323
H 2.002 -4.052 4.400
H -2.690 -3.101 -2.187
H -2.059 -2.148 -4.398
H 0.289 -1.358 -4.737
H 1.894 -1.554 -2.844
F 6.174 0.761 -2.099
C 5.161 0.006 -1.599
C 5.361 -1.346 -1.416
C 4.317 -2.107 -0.896
C 3.079 -1.547 -0.581
C 2.936 -0.170 -0.784
C 3.965 0.618 -1.287
H 6.318 -1.784 -1.668
H 4.485 -3.166 -0.735
H 1.991 0.314 -0.559
H 3.844 1.684 -1.436
O -1.175 -0.095 -0.725
P -1.165 1.185 0.033
C -0.896 0.953 1.800
C -1.596 1.635 2.791
C -1.306 1.400 4.128
C -0.317 0.489 4.474
C 0.383 -0.194 3.489
C 0.093 0.036 2.154
C 0.132 2.308 -0.525
C 0.892 3.080 0.348
C 1.883 3.918 -0.149
C 2.116 3.982 -1.514
C 1.365 3.206 -2.389
C 0.376 2.372 -1.897
C -2.707 2.110 -0.151
C -2.777 3.492 0.008
C -3.993 4.147 -0.117
C -5.142 3.423 -0.405
C -5.076 2.047 -0.576
C -3.861 1.391 -0.452
H -2.375 2.339 2.524
H -1.854 1.925 4.899
H -0.092 0.310 5.518
H 1.158 -0.902 3.752
H 0.638 -0.506 1.388
H 0.726 3.012 1.416
H 2.481 4.508 0.533
H 2.894 4.630 -1.898
H 1.558 3.247 -3.454
H -0.198 1.744 -2.568
H -1.877 4.059 0.217
H -4.043 5.221 0.004
H -6.091 3.935 -0.505
H -5.972 1.488 -0.811
H -3.787 0.320 -0.597
*
```